Here is the ion C10H12NO4 with charge -1 from the Open Molecules 2025 dataset. Energies are from ωB97M-V/def2-TZVPD.

The geometry in XYZ format:
```
27
Properties=species:S:1:pos:R:3
C -1.8751 0.5014 -0.0865
C -1.3112 -0.3864 0.7238
C -1.2326 1.4151 -1.0445
C -0.0270 1.1108 -1.5082
C 1.1002 0.3768 -1.5536
C 0.1114 -2.7886 0.3663
C 0.7924 -1.4771 0.8348
C -1.9418 2.7126 -1.3978
C 2.2618 -1.5720 0.9287
C 0.5116 0.8589 1.7103
N 0.0973 -0.3965 1.0434
O 2.1793 0.6403 -0.9549
O 0.0582 -3.3525 1.4964
O 1.0671 -0.7399 -2.5042
O -0.2957 -2.9829 -0.7255
H -2.9820 0.5576 -0.2119
H -1.8600 -0.8981 1.4625
H -2.8003 2.5911 -2.1375
H -1.3944 3.3527 -2.0831
H -2.3597 3.0719 -0.4365
H 2.8118 -1.1375 1.7926
H 2.6312 -0.9579 0.1108
H 2.5107 -2.7042 1.1065
H 1.5819 0.6747 2.1636
H 0.4355 1.6264 0.9037
H -0.2900 1.0528 2.4382
H 0.2196 -1.1496 -2.4375
```

## Properties
Energy above the lowest of the compared OMol25 structures with the same formula, charge and spin ... 55.6 kcal per mole
Spin multiplicity ... 1
Electronic energy ... -20242.23512 eV
Charge ... -1
Kohn-Sham gap ... 6.88 eV


Here is the molecule C10H12O2 from the Open Molecules 2025 dataset. Energies are from ωB97M-V/def2-TZVPD.

The geometry in XYZ format:
```
24
Properties=species:S:1:pos:R:3
C -4.1933 0.0528 0.2332
C -2.8344 -0.1704 0.5613
C -1.9463 -0.8361 -0.5237
C -0.6952 -0.0006 -0.6249
C -0.6050 1.2786 -0.5792
C 0.6068 1.9732 -0.2840
C 1.6792 1.1549 0.1304
O 3.1112 1.6485 0.0265
C 1.6699 -0.1702 -0.3740
O 2.7041 -1.0617 -0.7056
C 3.4573 -1.4543 0.5061
C 0.4075 -0.8002 -0.3668
H -4.9194 0.3586 1.1257
H -4.6724 0.2477 -0.7503
H -2.3634 -0.1088 1.6234
H -2.7615 -0.7662 -1.5439
H -1.7106 -1.9393 -0.5674
H -1.5483 1.6553 -0.5320
H 0.6921 2.9771 0.2038
H 3.1282 2.5034 0.1840
H 2.7471 -1.9246 1.2006
H 4.0677 -2.2302 0.3685
H 3.6429 -0.5128 1.0439
H 0.3359 -1.8746 -0.3556
```

## Properties
Energy above the lowest of the compared OMol25 structures with the same formula, charge and spin ... 138.7 kcal per mole
Spin multiplicity ... 1
Electronic energy ... -14653.29629 eV
Charge ... 0
Kohn-Sham gap ... 9.41 eV


Here is a cluster of 2 separate species, C10H12O2S2 in total from the Open Molecules 2025 dataset. Energies are from ωB97M-V/def2-TZVPD.

The geometry in XYZ format:
```
26
Properties=species:S:1:pos:R:3
C -0.1673 1.3532 -0.6934
C 0.3878 -0.4027 0.8593
C 1.1512 1.7063 -0.7647
C 1.7154 -0.0602 0.7800
C -0.5950 0.2734 0.1099
C 2.1247 0.9937 -0.0438
C -2.4312 -1.2954 0.8303
C 4.4323 0.6240 0.3527
C -4.6529 0.0661 -0.6815
C -1.9684 -0.1057 0.1707
O -1.7528 -2.2634 1.1256
O 3.3939 1.3981 -0.2087
S 1.8770 -2.6187 -1.2335
S -3.1329 1.0315 -0.4374
H -0.8961 1.8854 -1.2866
H 0.0922 -1.2102 1.5095
H 1.4749 2.5206 -1.3941
H 2.4307 -0.6170 1.3633
H -3.5066 -1.2903 1.0824
H 4.3690 -0.4173 0.0205
H 4.4091 0.6605 1.4477
H 5.3600 1.0684 -0.0055
H -5.2363 0.6209 -1.4078
H -5.2076 -0.0137 0.2488
H -4.4084 -0.9129 -1.0733
H 0.7372 -2.9944 -0.6704
```

## Properties
Energy above the lowest of the compared OMol25 structures with the same formula, charge and spin ... 0.7 kcal per mole
Spin multiplicity ... 1
Electronic energy ... -36327.18384 eV
Charge ... 0
Kohn-Sham gap (spin up / spin down) ... 7.36 / 5.20 eV


Here is the molecule C10H12O3 from the Open Molecules 2025 dataset. Energies are from ωB97M-V/def2-TZVPD.

The geometry in XYZ format:
```
25
Properties=species:S:1:pos:R:3
C 2.5162 -0.6312 1.3437
O 2.4732 -0.1382 -0.0064
C 1.2802 0.5701 -0.2204
C 1.3035 2.0109 -0.2766
C 0.1644 2.6851 -0.3327
C -1.0807 2.0305 -0.2072
C -1.1556 0.6553 -0.3326
O -2.3232 0.0977 -0.1294
C -2.7226 -0.2259 1.2823
C 0.0160 -0.0766 -0.3789
C 0.0732 -1.5567 -0.5048
C -1.2316 -2.3144 -0.4891
O 1.1402 -2.1190 -0.6959
H 3.0956 0.0137 1.9343
H 1.4601 -0.6709 1.7575
H 2.9328 -1.6042 1.2797
H 2.3550 2.4676 -0.1131
H 0.1377 3.8116 -0.4878
H -2.0158 2.6061 -0.1962
H -3.3846 -1.0196 1.1367
H -3.3579 0.6799 1.5230
H -1.9030 -0.4544 1.9236
H -1.0385 -3.3138 -0.2571
H -1.8845 -1.8590 0.2995
H -1.6967 -2.2650 -1.4499
```

## Properties
Energy above the lowest of the compared OMol25 structures with the same formula, charge and spin ... 79.2 kcal per mole
Spin multiplicity ... 1
Electronic energy ... -16704.24885 eV
Charge ... 0
Kohn-Sham gap ... 9.17 eV


Here is the molecule C10H12OS from the Open Molecules 2025 dataset. Energies are from ωB97M-V/def2-TZVPD.

The geometry in XYZ format:
```
24
Properties=species:S:1:pos:R:3
C 0.7430 0.1585 0.7733
C -0.1957 -0.5687 1.7216
C 0.3855 0.4377 -0.6597
C 1.2388 -0.5278 -0.4926
C 2.6966 -2.3246 -0.0825
C -1.0570 -1.6602 1.2324
C -0.2029 1.4934 -1.4154
C 2.0463 -1.5986 -0.9422
C -1.2496 2.1711 -0.9399
C -2.0858 3.2038 -1.5965
O -0.4196 -2.4583 3.6326
S 0.2393 -2.3382 2.3161
H 1.5345 0.7214 1.2112
H -0.6696 -0.1619 2.6328
H 3.5758 -3.0879 -0.3376
H 2.5535 -2.1549 0.9862
H -2.0611 -1.8360 1.5636
H -0.8241 -1.9882 0.1909
H 0.1545 1.5693 -2.4865
H 2.3335 -1.4906 -1.9475
H -1.6094 1.9045 -0.0226
H -3.0699 3.2664 -1.0584
H -2.2956 3.0299 -2.6724
H -1.7610 4.2400 -1.6072
```

## Properties
Energy above the lowest of the compared OMol25 structures with the same formula, charge and spin ... 118.7 kcal per mole
Spin multiplicity ... 1
Electronic energy ... -23441.71683 eV
Charge ... 0
Kohn-Sham gap ... 8.59 eV


Here is a structure of composition C10H13AuN3O2S2 from the Open Molecules 2025 dataset. Energies are from ωB97M-V/def2-TZVPD.

The geometry in XYZ format:
```
31
Properties=species:S:1:pos:R:3
Au 0.3181 0.3046 0.1024
C -2.9356 -2.5762 0.0181
C -1.5362 -3.0494 -0.1790
N -0.4897 -2.2966 -0.0281
C 0.6730 -2.9843 -0.2535
C 0.5092 -4.2930 -0.5922
S -1.1563 -4.6737 -0.6170
C 1.9472 -2.2746 -0.1262
C 3.1854 -2.8325 -0.1216
S 4.3855 -1.6277 0.0367
C 3.1930 -0.4166 0.0926
N 1.9723 -0.8970 0.0004
C 3.5152 1.0281 0.2465
H -2.9212 -1.4994 0.1716
H -3.3852 -3.0501 0.8910
H -3.5569 -2.8057 -0.8470
H 1.2582 -5.0282 -0.8322
H 3.4389 -3.8759 -0.1907
H 4.5888 1.1961 0.1927
H 3.1517 1.3870 1.2101
H 3.0245 1.6064 -0.5360
N -2.1743 5.0418 0.0685
C -2.5371 3.6387 0.2163
C -1.2793 2.7887 0.1296
O -1.3336 1.5611 0.1668
O -0.1668 3.4453 0.0254
H -2.4531 5.6017 0.8619
H -2.5545 5.4630 -0.7680
H -0.4505 4.4066 0.0298
H -3.2286 3.2854 -0.5490
H -3.0019 3.4262 1.1799
```

## Properties
Spin multiplicity ... 1
Electronic energy ... -44504.70067 eV
Charge ... +1
Kohn-Sham gap ... 8.97 eV


Here is the ion C10H13BClN4O with charge +1 from the Open Molecules 2025 dataset. Energies are from ωB97M-V/def2-TZVPD.

The geometry in XYZ format:
```
30
Properties=species:S:1:pos:R:3
C -0.5335 -0.7446 3.6719
B -0.2900 -1.1336 2.1914
O 0.9139 -1.3110 1.6121
N -1.5237 -1.3570 1.3310
N -2.7362 -1.2958 1.8348
N -3.6005 -1.5361 0.9172
C -2.9142 -1.7678 -0.2160
Cl -3.5947 -2.1366 -1.6802
N -1.6239 -1.6508 0.0225
C -0.4975 -1.7919 -0.9178
C 0.2079 -0.4732 -1.1366
C -0.5287 0.7117 -1.1907
C 0.0972 1.9391 -1.3736
C 1.4895 1.9950 -1.5017
C 2.1609 3.3330 -1.6841
C 2.2183 0.8077 -1.4631
C 1.5889 -0.4213 -1.2726
H 0.3631 -0.3536 4.1350
H -0.8761 -1.6341 4.2023
H -1.3407 -0.0227 3.7691
H 1.4550 -0.5123 1.6213
H -0.9606 -2.0910 -1.8500
H 0.1760 -2.5616 -0.5658
H -1.6055 0.6906 -1.0823
H -0.4949 2.8390 -1.4067
H 3.2204 3.2375 -1.4715
H 1.7522 4.0582 -0.9885
H 1.9989 3.6732 -2.7018
H 3.2909 0.8277 -1.5824
H 2.1873 -1.3177 -1.2232
```

## Properties
Spin multiplicity ... 1
Electronic energy ... -31781.75744 eV
Charge ... +1
Kohn-Sham gap ... 7.78 eV


Here is the molecule C10H13BrO2S from the Open Molecules 2025 dataset. Energies are from ωB97M-V/def2-TZVPD.

The geometry in XYZ format:
```
27
Properties=species:S:1:pos:R:3
C -0.0518 -1.8225 -0.2844
C -1.7916 -0.3957 0.8626
C 1.2305 -1.4921 -0.9472
C 1.8826 0.0486 0.9121
C 0.6137 -0.4503 1.6123
C 1.5089 -0.0465 -0.6111
C -0.4441 -0.5544 0.4366
C -0.0060 0.5085 -0.5678
C 0.0525 1.9973 -0.0211
C -0.8289 0.7346 -1.8626
O -0.4025 -2.9492 -0.2785
O -3.8879 0.1141 2.2591
S -2.4545 0.1842 2.2127
Br -3.3803 -1.2840 -0.3106
H 1.9113 -2.2787 -0.6859
H 0.9870 -1.4607 -1.9801
H 2.1178 1.1512 1.1484
H 2.6411 -0.4559 1.2973
H 0.7922 -1.4119 1.9854
H 0.2102 0.0725 2.4479
H 2.2606 0.4477 -1.2668
H 0.1736 2.0022 1.0350
H -0.8388 2.4356 -0.2692
H 0.9088 2.4723 -0.4488
H -0.3158 1.5412 -2.6187
H -1.9174 1.0706 -1.5524
H -0.9711 -0.1786 -2.5044
```

## Properties
Energy above the lowest of the compared OMol25 structures with the same formula, charge and spin ... 20.3 kcal per mole
Spin multiplicity ... 1
Electronic energy ... -95550.29242 eV
Charge ... 0
Kohn-Sham gap ... 8.84 eV


Here is a cluster of 2 separate species, C10H13INO5PS in total from the Open Molecules 2025 dataset. Energies are from ωB97M-V/def2-TZVPD.

The geometry in XYZ format:
```
32
Properties=species:S:1:pos:R:3
C -1.0720 -1.9523 -2.3693
C -0.6696 -2.8079 -1.1711
C 0.7034 -2.4448 -0.6300
I 1.3071 -3.8084 0.9133
C 0.7855 -1.0329 -0.1480
C 1.2484 -0.0203 -0.9402
C 1.3223 1.2978 -0.4687
C 1.8810 2.3184 -1.4116
O 3.0471 2.4740 -1.5173
O 0.9780 3.0109 -2.1206
C 0.9052 1.5825 0.8080
P 0.8672 3.2029 1.6450
S 2.4466 4.2930 1.4131
C 0.4486 0.5204 1.5957
N 0.4075 -0.7187 1.1102
H -1.7443 -2.4977 -3.0134
H -0.1909 -1.6960 -2.9479
H -1.5354 -1.0278 -2.0469
H -0.5956 -3.8352 -1.5118
H -1.4249 -2.8109 -0.3941
H 1.4335 -2.5613 -1.4160
H 1.5704 -0.2396 -1.9419
H 0.1538 2.5157 -2.1990
H -0.3515 3.7728 1.2724
H 0.6928 2.7652 2.9556
H 0.1285 0.6695 2.6035
H 0.0632 -1.4465 1.7331
C -2.2456 0.3485 2.1688
O -1.9132 -0.4837 3.0262
O -3.3563 0.0219 1.3773
O -1.6595 1.4076 1.8557
H -3.6311 -0.8171 1.7697
```

## Properties
Spin multiplicity ... 1
Electronic energy ... -50533.15017 eV
Charge ... 0
Kohn-Sham gap ... 7.62 eV


Here is a structure of composition C10H13N from the Open Molecules 2025 dataset. Energies are from ωB97M-V/def2-TZVPD.

The geometry in XYZ format:
```
24
Properties=species:S:1:pos:R:3
C -2.1798 -0.4499 1.7801
C -1.5790 0.9480 1.3202
C -0.0797 0.9858 1.4297
C 0.7497 0.0841 0.3236
C 2.0639 -0.2458 0.5447
C 2.5715 -0.9673 -0.4451
C 2.0347 -1.2686 -1.6946
C 0.7704 -0.8411 -1.8635
C 0.0044 -0.1361 -0.8319
C -1.4567 0.2983 -1.0743
H -3.2619 -0.2372 2.3735
H -2.0602 -0.7238 0.9735
H -1.2887 -0.7848 2.4274
H -2.0843 1.6894 1.6431
H 0.5297 0.4241 2.4597
H 0.2747 1.9316 1.6103
H 2.6541 -0.1317 1.3492
H 3.8701 -1.2322 -0.6941
H 2.6838 -1.9147 -2.6184
H 0.4073 -1.0207 -2.6802
H -2.2822 -0.8251 -0.9680
H -1.6349 0.9331 -2.1944
H -1.4400 2.3556 -0.1562
N -1.9663 1.2989 -0.0655
```

## Properties
Energy above the lowest of the compared OMol25 structures with the same formula, charge and spin ... 222.3 kcal per mole
Spin multiplicity ... 1
Electronic energy ... -12061.42983 eV
Charge ... 0
Kohn-Sham gap ... 9.84 eV


Here is a structure of composition C10H13N2O6V from the Open Molecules 2025 dataset. Energies are from ωB97M-V/def2-TZVPD.

The geometry in XYZ format:
```
32
Properties=species:S:1:pos:R:3
O 0.0904 4.5985 -5.4485
C 0.0680 3.5906 -4.8978
V 0.0645 -0.3001 -2.4759
O 0.0467 1.9588 -0.4266
C 0.0551 1.0889 -1.2135
C 0.0304 -2.1861 -1.9247
O 0.0132 -3.3383 -1.7745
C 1.5759 -0.0431 -3.5435
O 2.5325 0.1142 -4.2041
C -1.4045 -0.0257 -3.5891
O -2.3396 0.1361 -4.2794
H 0.0620 2.3047 -4.1228
C 2.2597 -1.0159 0.9341
N 1.1426 -0.6527 1.7824
C 1.4619 -0.0820 3.0703
C -0.0933 -0.8134 1.2338
O -0.1751 -1.3551 0.0936
N -1.2534 -0.4008 1.8189
C -1.4063 0.3027 3.0715
C -2.4382 -0.5263 0.9948
H 3.1517 -1.0938 1.5591
H 2.4307 -0.2509 0.1591
H 2.0539 -1.9671 0.4335
H 1.2337 0.9928 3.1205
H 0.9472 -0.6126 3.8812
H 2.5387 -0.2071 3.2089
H -0.9105 1.2849 3.0635
H -2.4791 0.4620 3.2118
H -1.0363 -0.2977 3.9125
H -2.4442 0.2307 0.1949
H -2.4627 -1.5148 0.5276
H -3.3155 -0.3814 1.6283
```

## Properties
Energy above the lowest of the compared OMol25 structures with the same formula, charge and spin ... 0.0 kcal per mole
<S²> ... 2.03
Spin multiplicity ... 3
Electronic energy ... -51510.32628 eV
Charge ... +2
Kohn-Sham gap (spin up / spin down) ... 5.11 / 4.58 eV


Here is the molecule C10H13N3 from the Open Molecules 2025 dataset. Energies are from ωB97M-V/def2-TZVPD.

The geometry in XYZ format:
```
26
Properties=species:S:1:pos:R:3
H 0.5071 0.3184 4.7649
N 0.2831 0.2432 3.8037
C -0.9457 0.5705 3.3159
N -2.1094 0.9561 4.0524
N -1.2683 0.5471 1.9846
C -0.4501 0.0255 0.9608
C 0.7720 -0.6093 1.0425
C 1.5534 -1.1156 -0.0229
C 1.0177 -0.8684 -1.3471
C -0.1518 -0.1436 -1.4586
C -0.9024 0.2665 -0.3606
C -0.5036 0.3313 -2.8929
C 0.9733 0.1891 -3.5486
C 1.5773 -1.0645 -2.7306
H -2.9375 0.2762 3.9019
H -1.7859 0.8974 5.1269
H -2.0818 1.0500 1.7248
H 1.2269 -0.6050 2.1335
H 2.5046 -1.5337 0.1419
H -1.7496 1.0792 -0.3184
H -1.2576 -0.2899 -3.4527
H -0.8412 1.5439 -2.7560
H 0.9881 -0.0426 -4.6349
H 1.5878 1.2080 -3.2046
H 2.7318 -1.1883 -2.9258
H 1.2619 -2.0415 -3.3003
```

## Properties
Energy above the lowest of the compared OMol25 structures with the same formula, charge and spin ... 49.3 kcal per mole
Spin multiplicity ... 1
Electronic energy ... -15048.95600 eV
Charge ... 0
Kohn-Sham gap ... 8.74 eV